21
Properties=species:S:1:pos:R:3 method="wB97M-V/def2-TZVPD" molar_mass_g_mol=110.15 smiles=CCCCO.O.O total_energy_ha=-386.4455 homo_lumo_gap_ha=0.380 e_lumo_ev=0.446
H -0.35 0.40 3.53
H -0.84 -1.01 -2.64
C -0.13 0.01 1.22
H 1.36 1.34 -1.02
H 0.14 -3.94 -1.03
H 1.09 1.88 1.15
O -0.38 -3.50 -0.16
H -1.11 -0.22 0.87
C 0.14 1.47 0.79
H -0.41 -1.79 -1.44
C 0.15 -0.18 2.71
H -0.73 2.08 0.88
C 0.34 1.62 -0.72
H -0.50 2.73 -2.02
H -0.16 -1.13 2.96
H 0.59 -0.53 0.66
H 1.11 -0.16 2.91
H 0.45 -3.32 0.37
O 0.07 2.92 -1.22
H -0.42 1.00 -1.18
O -0.09 -1.27 -2.13